{"formula": "C19H23F13IN4O2PS", "method": "the ωB97M-V functional and the def2-TZVPD basis", "elements": ["N", "C", "N", "N", "C", "C", "C", "C", "C", "C", "I", "C", "P", "O", "C", "C", "F", "F", "C", "F", "F", "C", "F", "F", "C", "F", "F", "F", "N", "S", "C", "C", "F", "F", "C", "F", "F", "H", "H", "H", "H", "H", "H", "H", "H", "H", "H", "H", "H", "H", "H", "H", "H", "C", "C", "C", "O", "H", "H", "H", "H", "H", "H", "H"], "positions_angstrom": [[-1.35, -2.60, -8.22], [-0.96, -2.13, -6.96], [-0.30, -0.76, -6.93], [-1.20, -2.91, -5.69], [-0.14, -2.55, -4.63], [-0.16, -3.66, -3.41], [0.74, -3.21, -2.10], [-0.20, -3.24, -0.73], [0.41, -2.24, 0.39], [-0.37, -0.76, 0.50], [-2.04, -0.17, -0.87], [0.20, 0.26, 1.70], [-0.78, 1.88, 1.79], [-0.38, 2.98, 0.68], [1.51, -0.15, 2.65], [2.16, 0.81, 3.74], [3.63, 1.01, 3.45], [1.96, 0.12, 5.09], [1.74, 2.28, 4.15], [0.52, 2.30, 5.05], [2.77, 2.51, 5.27], [1.95, 3.58, 3.22], [2.85, 4.58, 3.95], [0.73, 4.45, 3.02], [2.67, 3.47, 1.78], [2.25, 4.68, 0.97], [2.50, 2.28, 0.97], [4.15, 3.66, 2.00], [2.17, -1.54, 2.48], [3.53, -2.07, 3.52], [1.71, -2.56, 1.41], [2.55, -3.97, 1.27], [2.49, -4.84, 2.52], [2.06, -4.93, 0.26], [4.12, -3.77, 0.72], [4.53, -4.82, -0.24], [4.28, -2.39, 0.13], [-1.82, -3.56, -8.10], [-0.81, -0.07, -7.55], [0.71, -0.86, -7.20], [-2.11, -2.53, -5.31], [-0.38, -1.45, -4.29], [0.89, -2.53, -5.19], [-1.30, -3.83, -3.13], [0.22, -4.67, -3.87], [1.74, -3.80, -2.00], [1.00, -2.05, -2.27], [-1.29, -3.02, -1.11], [-0.31, -4.34, -0.28], [-2.21, 1.63, 1.50], [-0.90, 2.52, 3.06], [4.73, -1.52, 3.01], [4.89, -3.81, 1.63], [-6.15, 3.79, 1.65], [-4.76, 4.12, 2.20], [-4.11, 5.20, 1.30], [-4.02, 3.03, 2.12], [-6.12, 3.40, 0.62], [-6.66, 3.03, 2.27], [-6.79, 4.68, 1.65], [-4.92, 4.60, 3.17], [-4.00, 4.87, 0.26], [-3.11, 5.48, 1.67], [-4.72, 6.10, 1.29]], "lowdin_charge": [0.0736, -0.3919, 0.0177, -0.0512, -0.2413, -0.1795, -0.1788, -0.2188, -0.0420, -0.4359, 0.9374, -0.1890, 0.7216, -0.4872, -0.0037, -0.1768, -0.0195, -0.0192, -0.0896, 0.0191, 0.0042, -0.0707, 0.0241, 0.0161, -0.1636, 0.0439, 0.0594, 0.0225, -0.3093, 0.8966, 0.0392, -0.1927, -0.0327, -0.0056, -0.0889, -0.0157, -0.0551, 0.0437, 0.0851, 0.0835, 0.1216, 0.1113, 0.1301, 0.1137, 0.1243, 0.1132, 0.1232, 0.0603, 0.1382, -0.0101, 0.0291, -0.0453, 0.1625, -0.0947, -0.6912, -0.0881, -0.2309, 0.0680, 0.0640, 0.0619, 0.1118, 0.0717, 0.0647, 0.0621], "total_charge": 0, "multiplicity": 1, "homo_ev": -5.960}